ORCA calculation (the ωB97M-V functional and the def2-TZVPD basis) on a structure of composition C53H54BN9O5Ti.

```
! RIJCOSX wB97M-V def2-TZVPD def2/J DEFGRID3
* xyz -1 4
C 1.75654 2.23975 -1.42726
H -2.41993 2.82703 -3.01820
H -0.64011 1.06026 5.23099
C -0.44388 2.61857 -2.27528
C 4.90287 0.54425 -4.28185
C 2.64905 1.31762 -0.63143
O 1.25915 -0.56098 -1.23322
C 4.45302 -3.35080 -0.58715
H -5.61403 1.99436 1.21357
H -3.51214 -1.28109 -1.33553
H 1.14920 0.04572 -3.57549
C -1.57357 0.26419 -3.91196
H 5.28051 -2.04595 4.35747
C -4.67804 2.20138 0.69080
H -4.63624 -1.86867 2.21072
H 1.42868 -4.30427 0.55267
C -3.05324 -2.01066 3.66181
H 5.69324 -3.84329 1.10958
H 0.38777 3.57598 4.79239
C -2.13690 0.69705 -2.54764
N 0.78292 -1.47692 2.00157
H -4.70143 1.68209 -0.27340
B 0.42306 -0.90953 3.41700
C -1.11439 -1.03867 -4.06830
N 0.39791 1.89665 -1.42439
H -5.93910 -1.80225 -1.40875
C -0.82164 -2.99993 -0.85115
C 1.05970 -3.34335 0.87828
H -2.81329 1.67888 3.59273
C -0.69051 -0.66167 -6.41028
C 0.05393 -2.57798 0.27715
H 4.58469 -4.31447 -1.07039
H 3.18465 -2.57220 -2.14107
C -2.42120 -3.14331 4.20623
C -5.89675 0.95382 -3.36465
H 1.92105 0.48730 -5.89379
C 5.06744 -3.09110 0.63791
C -0.67548 -1.50142 -5.30485
H -5.09311 -2.65316 3.73121
C 1.30457 2.52228 3.03193
C -3.62914 2.09675 3.01176
H 3.91969 0.05852 1.14819
C -1.56913 1.10290 -5.01951
H -0.22304 -3.23812 -1.73262
H -1.52213 -2.20971 -1.10511
C 0.02127 3.63120 -3.06736
C -4.50189 -1.84707 3.29659
C -6.41489 -0.13058 -2.66879
N -0.12383 -1.43140 0.93313
C 3.09543 0.09517 -2.73402
Ti -0.21059 0.31932 -0.35180
H 5.39092 -0.92761 5.72095
H 2.28746 4.41770 2.93517
O -3.42646 0.38290 1.37854
H -4.57455 1.71622 3.40269
H 5.32950 -1.65308 2.21279
H 1.76372 4.80991 -3.67063
C -4.18558 -0.66984 -1.92199
H -1.37811 -3.89240 -0.55894
C 3.67128 -2.37685 -1.18975
C -3.54294 1.67661 1.54748
C 3.41671 -1.67837 5.32381
O -1.57662 -0.06573 -1.51545
C 2.24945 3.24400 -2.20432
C -1.13192 0.64512 -6.25960
C -5.54969 -0.94668 -1.95333
N 2.79170 -1.49955 4.16988
N 1.23885 1.27358 2.60116
H -1.89108 2.13460 -4.92835
H -6.55923 1.59919 -3.93126
H 0.28591 -1.38535 6.24375
H -2.87537 -4.08824 4.47316
H -4.15328 2.06796 -3.90096
H -0.30844 -2.51931 -5.39921
H -1.08022 -1.67881 -3.19695
H 3.31679 3.44990 -2.17591
H -0.24784 -3.34600 4.66962
H 2.28108 1.21552 0.38410
C -2.03395 2.44384 1.02528
H -2.35857 2.41114 -1.32492
O -2.19024 3.63282 0.98746
H 5.16762 0.21951 -2.17446
N -2.17016 -1.03991 3.45901
H -4.57379 3.27290 0.53182
H 2.70726 -1.79708 7.45578
H 3.06395 3.14069 1.97830
C 2.64251 0.42562 -5.08404
N 0.40908 0.61979 3.43374
C 3.48895 -1.12618 -0.59174
C 2.19845 0.17251 -3.78800
C 4.87337 -1.86091 1.24678
H -1.12962 1.32059 -7.10945
C -4.53076 1.22095 -3.33622
C 4.90742 -1.83876 5.36268
H 4.34685 0.80762 -6.34750
C 2.58594 -0.09482 -1.29034
C 1.38915 3.99986 -3.05259
O -1.09436 1.69145 0.80352
C -3.65710 0.42111 -2.60480
C 0.53479 2.67524 4.20936
H -0.34511 -1.01748 -7.37472
H 2.22822 -2.83139 2.69298
H -3.60856 3.18498 3.08631
H 5.96381 0.69914 -4.46438
C 4.08216 -0.88624 0.63632
H -4.89840 -0.89298 3.65089
C 1.27399 -1.46922 5.80745
C 3.99641 0.61321 -5.33602
H -2.84676 0.00242 2.11293
H 5.19911 -2.65599 6.02458
N -0.96334 -1.51109 3.88186
H 1.58078 3.88972 1.39614
C 2.10563 3.55223 2.29491
N 1.47020 -1.38465 4.46897
C 1.47971 -2.61909 1.94490
H -7.47995 -0.33208 -2.68220
C -1.89714 2.21294 -2.28915
H -0.68147 4.16097 -3.71085
H 3.66846 1.70145 -0.61261
C 2.49738 -1.66884 6.40110
C 4.45317 0.28258 -2.99217
C -0.00221 1.42768 4.43435
C -1.10157 -2.78413 4.31384
*
```

Properties
Gap between HOMO and LUMO (alpha / beta) (eV): 3.91 / 4.82
ΔE to the lowest compared entry with this formula, charge and spin (eV): 0.000
Energy (Ha): -3795.6219